[1]
{"formula": "C4H11N3O", "method": "ωB97M-V/def2-TZVPD", "elements": ["N", "C", "N", "N", "H", "H", "H", "H", "H", "C", "C", "C", "O", "H", "H", "H", "H", "H", "H"], "positions_angstrom": [[-3.15240, -1.23743, 0.70000], [-2.17347, -0.79600, 1.39405], [-1.94384, -1.05450, 2.74538], [-1.28160, 0.07116, 0.82080], [-3.75831, -1.82031, 1.27826], [-2.46411, -1.81660, 3.12408], [-0.96824, -1.09354, 2.97654], [-0.34273, 0.15413, 1.13217], [-1.40153, 0.15197, -0.17616], [3.60672, -0.13722, -0.81532], [2.33411, 0.11399, -1.08526], [1.81122, 1.47547, -1.41818], [0.79064, 1.34892, -2.40757], [3.93108, -1.13131, -0.54132], [4.37442, 0.62423, -0.86286], [1.63123, -0.70957, -1.11379], [1.43383, 2.00710, -0.54316], [2.64946, 2.03506, -1.84549], [0.56698, 2.24771, -2.66263]], "total_charge": 0, "e_lumo_ev": 0.74, "homo_energy_ev": -8.87, "orbital_gap_ev": 9.61}

***

[2]
{"formula": "C4H11N3O", "method": "ωB97M-V/def2-TZVPD", "elements": ["C", "N", "C", "N", "C", "O", "N", "C", "H", "H", "H", "H", "H", "H", "H", "H", "H", "H", "H"], "positions_angstrom": [[0.30797, 2.28233, -1.78729], [0.40708, 0.82790, -1.67765], [0.22452, 0.30362, -0.36668], [1.25116, 0.49762, 0.61868], [-0.84736, -0.44177, -0.07267], [-2.05827, -0.57122, -0.43570], [-0.85652, -1.07142, 1.38029], [-0.17637, -2.36806, 1.46358], [-0.66006, 2.68215, -1.45284], [1.09710, 2.74501, -1.19053], [0.46666, 2.57206, -2.82626], [-0.26143, 0.38873, -2.30218], [2.14924, 0.21067, 0.23555], [1.34758, 1.48069, 0.85693], [-1.97492, -1.10396, 1.16787], [-0.38716, -0.36703, 1.96275], [-0.57351, -3.02201, 0.68978], [0.89031, -2.22025, 1.29759], [-0.34604, -2.82506, 2.43876]], "total_charge": 0, "e_lumo_ev": 0.82, "homo_energy_ev": -6.86, "orbital_gap_ev": 7.68}

***

[3]
{"formula": "C4H11N3O", "method": "ωB97M-V/def2-TZVPD", "elements": ["H", "N", "C", "C", "O", "H", "H", "H", "H", "H", "N", "N", "C", "C", "H", "H", "H", "H", "H"], "positions_angstrom": [[-1.68499, -1.40200, 1.44881], [-1.09616, -0.80209, 0.88185], [-1.51541, -0.63582, -0.29823], [-2.74965, -1.18276, -0.95371], [-0.78825, 0.12108, -1.14038], [-3.23435, -1.92486, -0.32320], [-2.48764, -1.62829, -1.91173], [-3.44727, -0.36722, -1.14455], [0.15063, 0.22282, -0.74044], [-0.24345, 1.91290, -0.74552], [0.24344, 2.52062, -0.00004], [1.25220, 2.09178, 0.44708], [2.01156, 0.74908, -0.04005], [2.17847, -0.09882, 1.21401], [1.78078, 0.15297, -0.94363], [2.97741, 1.17640, -0.32816], [1.21950, -0.53921, 1.49512], [2.52565, 0.52431, 2.03635], [2.90752, -0.89087, 1.04642]], "total_charge": 0, "e_lumo_ev": 0.82, "homo_energy_ev": -8.43, "orbital_gap_ev": 9.24}

***

[4]
{"formula": "C4H11N3O", "method": "ωB97M-V/def2-TZVPD", "elements": ["C", "C", "N", "C", "O", "N", "C", "N", "H", "H", "H", "H", "H", "H", "H", "H", "H", "H", "H"], "positions_angstrom": [[2.69211, 0.27900, 0.76862], [1.89415, 0.06279, -0.51096], [0.57483, -0.56907, -0.34531], [-0.40675, 0.24300, -0.16810], [-0.27625, 1.59074, -0.16900], [-1.67566, -0.19701, 0.02289], [-2.02569, -1.58867, -0.11771], [-2.74725, 0.70387, 0.14030], [2.48105, 1.25629, 1.20513], [2.45742, -0.46267, 1.53153], [3.75852, 0.21425, 0.57461], [2.03201, 0.82918, -1.29384], [2.23477, -0.86014, -1.03036], [0.74661, 1.69767, -0.30529], [-2.67113, -1.73317, -0.98778], [-1.11116, -2.16115, -0.23870], [-2.56000, -1.91669, 0.77628], [-2.85949, 1.23352, -0.72420], [-2.53810, 1.37828, 0.87191]], "total_charge": 0, "e_lumo_ev": 0.75, "homo_energy_ev": -8.35, "orbital_gap_ev": 9.10}

***

[5]
{"formula": "C4H11N3O", "method": "ωB97M-V/def2-TZVPD", "elements": ["C", "C", "N", "O", "H", "H", "H", "H", "H", "C", "C", "N", "N", "H", "H", "H", "H", "H", "H"], "positions_angstrom": [[-0.25244, 2.36931, 1.91818], [-0.31943, 1.11862, 2.81855], [-0.84172, -0.00090, 2.28356], [0.01433, 1.16389, 4.02278], [-1.10510, 2.36329, 1.18317], [0.77059, 2.47594, 1.49627], [-0.34371, 3.20559, 2.57521], [-0.63475, -0.06341, 1.28427], [-0.89715, -0.85674, 2.82972], [-0.26552, -1.46979, -2.12517], [0.96247, -0.94044, -1.77739], [2.18497, -1.67171, -1.91249], [-1.50454, -0.82977, -2.08773], [-0.29154, -2.46024, -2.54428], [1.04908, 0.08756, -1.35512], [2.73343, -1.60902, -1.04926], [2.70569, -1.25181, -2.67852], [-2.29115, -1.42836, -2.04626], [-1.67351, -0.20201, -2.83548]], "total_charge": 1, "e_lumo_ev": [-4.71, -8.74], "homo_energy_ev": [-12.09, -12.09], "multiplicity": 2, "orbital_gap_ev": [7.38, 3.35]}

***

[6]
{"formula": "C4H11N3O2", "method": "ωB97M-V/def2-TZVPD", "elements": ["C", "C", "N", "N", "N", "H", "H", "H", "H", "H", "H", "H", "H", "C", "C", "O", "O", "H", "H", "H"], "positions_angstrom": [[0.70251, 2.44888, -2.31025], [0.62870, 0.98106, -0.34066], [0.00157, -0.06262, -0.75120], [0.63369, 2.29040, -0.86841], [1.26778, 0.88903, 0.84618], [-0.25233, -0.03633, -1.73125], [0.32729, -1.55904, 0.32383], [-0.28021, 2.67568, -0.59123], [1.31830, -0.03221, 1.23763], [1.70211, 1.60282, 1.39270], [-0.25355, 2.68319, -2.77570], [1.22103, 1.64460, -2.81574], [1.38612, 3.26842, -2.55956], [-1.78287, -2.39642, 1.30725], [-0.44489, -2.47687, 1.96052], [0.52217, -1.88538, 1.23357], [-0.14559, -2.99606, 2.99616], [-2.15106, -1.36323, 1.35465], [-2.56502, -2.95763, 1.82626], [-1.83574, -2.71828, 0.26525]], "total_charge": -1, "e_lumo_ev": [3.62, 3.48], "homo_energy_ev": [0.95, -5.47], "multiplicity": 2, "orbital_gap_ev": [2.66, 8.95]}

***

Listing calculated total energy for the structures above in their given order: -398.48685, -398.43363, -398.42567, -398.45660, -398.16828, -473.73155 hartree.
Listing ΔE to the lowest compared entry with this formula, charge and spin for the structures above in their given order: 42.2, 75.6, 80.6, 61.2, 57.4, 30.6 kcal/mol.